Version w
{
  "formula": "C3H2HgLiO3",
  "method": "ωB97M-V with the def2-TZVPD basis set",
  "elements": ["O", "O", "C", "C", "O", "C", "Hg", "H", "H", "Li"],
  "positions_angstrom": [[1.2770, -0.8718, 1.3574], [-0.1726, 0.9573, -0.5853], [-0.5337, 0.1020, -1.5858], [-0.2325, 0.6829, 0.7910], [-0.6034, -1.1060, -1.2982], [0.1184, -0.3093, 1.6496], [-0.8232, 1.1526, -4.0599], [-0.1796, -0.1878, 2.7053], [0.5118, 1.5282, 1.2151], [0.6379, -1.9480, -0.1893]],
  "nbo_charge": [-0.6912, -0.5310, 0.3874, 0.0567, -0.8503, 0.2389, 0.0008, 0.1913, 0.2520, 0.9455],
  "homo_ha": [-0.246, -0.244],
  "spin_multiplicity": 2,
  "gap_ev": [5.57, 5.08],
  "s_squared": 0.76
}

---

Version x
{
  "formula": "C3H2HgLiO3",
  "method": "ωB97M-V with the def2-TZVPD basis set",
  "elements": ["C", "O", "H", "Li", "C", "O", "C", "O", "Hg", "H"],
  "positions_angstrom": [[1.0976, 0.0985, -1.2213], [1.2091, -0.7146, -2.1971], [-0.4759, -1.0531, -0.2157], [1.7803, 0.5068, -3.3911], [0.2593, -0.2491, -0.1056], [-0.2433, 0.8744, 0.6055], [-1.1211, 0.7023, 1.5844], [-1.5925, -0.4522, 1.7759], [-2.5024, 0.7611, 3.0869], [1.5889, -0.4740, 0.0780]],
  "nbo_charge": [-0.0274, -0.8928, 0.2176, 0.9075, -0.1519, -0.5011, 0.2952, -0.8095, 0.7258, 0.2365],
  "homo_ha": [-0.249, -0.249],
  "spin_multiplicity": 2,
  "gap_ev": [6.05, 5.46],
  "s_squared": 0.75
}

---

Energies, relative to the best one, in kJ/mol: version w 0.0; version x 257.3.

---

Version w
{
  "formula": "C4H4ClF",
  "method": "ωB97M-V with the def2-TZVPD basis set",
  "elements": ["C", "C", "C", "C", "H", "H", "H", "H", "F", "Cl"],
  "positions_angstrom": [[-0.6269, -1.2731, -0.1176], [0.4578, -0.3113, 0.3878], [0.1418, 1.1444, 0.0796], [0.0533, 2.3461, -0.1733], [-0.2691, -1.6879, -1.0142], [-0.7004, -2.1463, 0.5915], [0.5812, -0.2601, 1.5115], [0.0180, 3.2792, -0.6480], [-1.8070, -0.5902, -0.3407], [2.1513, -0.5008, -0.2767]],
  "nbo_charge": [0.0417, -0.2810, -0.0285, -0.2125, 0.1811, 0.1793, 0.2501, 0.2373, -0.3339, -0.0337],
  "homo_ha": -0.375,
  "gap_ev": 11.07
}

---

Version x
{
  "formula": "C4H4ClF",
  "method": "ωB97M-V with the def2-TZVPD basis set",
  "elements": ["C", "C", "C", "C", "H", "H", "H", "H", "F", "Cl"],
  "positions_angstrom": [[-0.9048, -0.5078, 0.7568], [-0.1018, 0.7228, 0.2928], [0.8191, 0.4128, -0.8263], [1.6448, -0.0720, -1.5059], [-1.3652, -0.2460, 1.7305], [-0.1960, -1.3514, 0.7504], [-0.7509, 1.5001, 0.0599], [2.3001, -0.4964, -2.2686], [0.7194, 1.0092, 1.3622], [-2.1648, -0.9711, -0.3517]],
  "nbo_charge": [-0.4096, 0.1401, -0.0561, -0.2007, 0.2326, 0.2319, 0.1898, 0.2459, -0.3412, -0.0327],
  "homo_ha": -0.393,
  "gap_ev": 11.70
}

---

Version y
{
  "formula": "C4H4ClF",
  "method": "ωB97M-V with the def2-TZVPD basis set",
  "elements": ["C", "C", "C", "C", "H", "H", "H", "H", "F", "Cl"],
  "positions_angstrom": [[-0.1125, -1.6237, 0.6911], [0.1040, -0.7158, -0.2513], [0.3024, 0.7429, 0.1758], [-0.0093, 1.6829, -0.7324], [-0.2165, -0.7863, -1.3467], [0.6915, 0.8957, 1.1139], [-0.1345, 2.7501, -0.5831], [-0.3562, 1.4414, -1.7506], [-0.7033, -2.7917, 0.4032], [0.4345, -1.5956, 2.2799]],
  "nbo_charge": [0.3238, -0.3193, -0.1931, -0.3845, 0.2389, 0.2101, 0.2051, 0.1876, -0.3136, 0.0451],
  "homo_ha": -0.328,
  "gap_ev": 9.76
}

---

Energies, relative to the best one, in kJ/mol: version w 87.4; version x 45.0; version y 0.0.